A structure of composition C25H21F3N4O2Rh. Source: the Open Molecules 2025 dataset; level of theory: ωB97M-V/def2-TZVPD.

The geometry in XYZ format:
```
56
Properties=species:S:1:pos:R:3:forces:R:3:lowdin_charge:R:1
H 3.32401 -1.37899 -2.23427 0.016 -0.022 -0.018 0.07
C 4.54713 -1.95774 2.62658 -0.033 -0.026 -0.003 -0.09
F -2.67399 -2.12839 2.10338 -0.090 0.077 0.047 0.06
C -1.34080 2.68408 4.24577 -0.070 0.002 -0.040 -0.11
C 2.28955 -1.38430 2.03928 0.075 -0.207 -0.223 -0.23
C -1.99398 3.97945 -2.15031 -0.024 -0.008 -0.034 -0.05
C 3.32396 -3.32705 1.08236 -0.023 -0.015 0.001 -0.07
H -3.58609 5.16724 -4.89999 -0.007 -0.014 0.020 0.09
C -0.17730 1.96149 4.10920 0.140 -0.003 0.133 -0.05
C 3.44997 -1.12244 2.76020 -0.052 0.228 0.031 -0.03
C -1.29027 0.85522 -0.54549 -1.347 -0.062 -0.546 -0.11
O -2.01150 -2.52108 -0.90926 0.204 -0.093 -0.007 -0.16
H -2.27517 5.94760 -2.95156 0.015 -0.023 0.009 0.09
H 3.47340 -0.25851 3.41022 0.054 -0.019 0.009 0.10
H 5.44746 -1.75441 3.19342 -0.004 0.033 -0.030 0.10
N -0.87461 -1.95622 -0.84989 -0.124 -0.560 -0.419 -0.25
C -0.30191 -3.04960 -2.96350 0.059 0.090 -0.014 -0.05
H -1.38402 -3.15414 -3.02471 0.011 -0.009 0.009 0.06
N 1.33167 -0.48116 -0.82747 -0.049 0.156 -0.119 -0.04
H -1.44459 3.40667 5.04494 -0.016 0.018 -0.008 0.09
C -2.23966 2.60850 -2.29641 0.061 -0.086 0.082 -0.26
H 2.41785 -2.77285 -2.86903 -0.026 0.007 -0.032 0.08
C -1.33573 -1.99579 2.08281 -0.331 0.367 -0.963 -0.61
Rh -0.65094 -0.57760 0.72176 2.076 0.545 2.921 1.02
H -3.31446 3.01828 3.44841 0.016 0.003 0.022 0.09
C -2.47478 4.88997 -3.08039 0.006 -0.045 0.015 -0.11
C -1.74159 1.65661 -1.34292 0.067 0.244 -0.096 -0.11
C -0.06826 1.02959 3.07227 -0.060 0.228 0.316 -0.29
C -3.21527 4.45486 -4.17263 0.016 -0.025 0.023 -0.12
C -1.09110 0.80271 2.15202 0.272 -0.351 -0.726 -0.20
C -2.26785 1.53332 2.32366 -0.050 0.077 0.062 -0.10
F -0.97109 -1.81023 3.38531 0.006 0.115 0.009 0.04
H 0.07471 -2.64174 -3.90510 0.012 -0.034 0.021 0.07
N 1.12437 -0.55282 2.09526 -1.036 -1.196 -0.854 -0.02
H 2.44002 0.81218 -0.07819 -0.025 0.005 -0.060 0.08
C 4.49425 -3.05618 1.77472 -0.034 0.103 0.038 -0.10
H 3.26745 -4.19137 0.43292 -0.036 0.004 -0.005 0.10
C 2.38002 -1.70354 -2.66371 -0.012 0.000 0.024 -0.02
F -0.85238 -3.23775 1.77946 0.048 0.051 0.040 0.03
O 2.55908 0.20637 -0.81784 0.067 -0.002 0.041 -0.06
H 2.23955 -1.17919 -3.61183 -0.009 -0.010 -0.002 0.09
H -3.18891 1.12442 -3.50976 0.008 0.023 -0.015 0.11
N 1.10468 0.28443 3.00094 0.099 0.638 0.465 0.10
H -4.05774 2.75129 -5.16882 0.018 -0.015 0.011 0.09
C -2.99118 2.18325 -3.39955 -0.005 0.036 0.010 -0.04
C -3.47423 3.09765 -4.32379 0.020 0.004 0.046 -0.10
C -2.39096 2.45878 3.34658 0.092 -0.066 0.044 -0.09
H 0.12363 -4.05093 -2.83261 -0.036 -0.006 -0.026 0.08
H -3.09202 1.38015 1.63970 0.027 0.009 -0.047 0.10
H 0.65451 2.08711 4.79411 -0.039 0.001 -0.019 0.10
C 2.22008 -2.49810 1.21935 -0.123 -0.176 -0.047 -0.03
H 1.28537 -2.71518 0.71642 0.076 0.019 -0.061 0.09
H 5.36024 -3.69483 1.65369 -0.007 -0.013 0.031 0.09
C 0.00809 -2.14631 -1.80924 0.178 -0.006 0.035 -0.31
H -1.42040 4.31300 -1.29468 -0.010 0.005 -0.019 0.11
C 1.25175 -1.39576 -1.72177 -0.062 0.003 -0.084 -0.32
```
Forces are in eV/Å.

2S+1: 1
Kohn-Sham gap (alpha / beta): 6.216 / 6.211 eV
E_LUMO (alpha / beta): 1.95 / 1.94 eV
relative energy (zero: lowest compared OMol25 entry of this formula, charge and spin): 261.0 kJ/mol
total charge: -1
calculated total energy: -1744.7512 Eh